Entry 1:
Computed, not measured: C39H35ClCsN5O3 as an isolated structure, with ωB97M-V/def2-TZVPD.

- Total charge: -2

Last column: natural (NBO) charge in e.
Cartesian coordinates (Å):
Cs 0.01 0.11 -0.45  0.918
O -1.79 -0.62 4.46  -0.725
C -2.95 -1.28 4.42  0.430
C -3.55 -1.64 5.63  -0.325
C -4.75 -2.33 5.63  -0.201
C -5.37 -2.67 4.44  -0.294
C -4.78 -2.31 3.24  -0.147
C -3.57 -1.62 3.20  -0.224
C -2.91 -1.23 1.91  0.612
O -1.80 -0.64 1.97  -0.741
N -3.61 -1.56 0.82  -0.511
N -3.00 -1.17 -0.33  -0.198
C -3.64 -1.50 -1.39  -0.036
C -3.13 -1.18 -2.74  0.174
C -3.81 -1.67 -3.86  -0.263
C -3.30 -1.41 -5.12  -0.183
C -2.14 -0.67 -5.24  -0.292
C -1.54 -0.21 -4.07  0.071
N -2.02 -0.45 -2.86  -0.416
H -1.56 -0.49 3.47  0.509
H -3.06 -1.37 6.55  0.203
H -5.21 -2.60 6.58  0.190
H -6.31 -3.21 4.44  0.192
H -5.23 -2.56 2.29  0.234
H -4.58 -2.04 -1.32  0.148
H -4.71 -2.25 -3.72  0.202
H -3.81 -1.78 -6.00  0.196
H -1.70 -0.45 -6.20  0.206
H -0.62 0.36 -4.10  0.219
C 0.90 3.35 -0.34  -0.163
C 0.18 3.19 -1.54  -0.133
C -1.19 3.03 -1.21  -0.169
C -1.31 3.09 0.20  -0.137
C -0.02 3.29 0.74  -0.100
C 0.36 3.53 2.17  -0.638
C -2.60 2.92 0.96  -0.625
C -2.33 2.91 -2.18  -0.618
C 0.73 3.15 -2.94  -0.623
C 2.38 3.54 -0.18  -0.623
H 1.30 3.05 2.43  0.189
H -0.41 3.16 2.86  0.196
H 0.49 4.60 2.39  0.176
H -3.06 1.95 0.76  0.208
H -3.34 3.69 0.70  0.178
H -2.43 2.98 2.04  0.195
H -2.74 3.88 -2.47  0.172
H -3.15 2.32 -1.76  0.203
H -2.02 2.41 -3.10  0.195
H 0.62 2.17 -3.41  0.195
H 1.81 3.36 -2.95  0.199
H 0.25 3.88 -3.60  0.180
H 2.84 2.72 0.39  0.196
H 2.63 4.47 0.35  0.177
H 2.89 3.58 -1.14  0.198
Cl 6.92 -0.05 -5.17  -0.090
C 5.33 -0.19 -4.43  -0.128
C 4.19 0.12 -5.18  -0.216
C 2.95 0.01 -4.62  -0.299
C 2.73 -0.42 -3.25  0.436
O 1.57 -0.50 -2.78  -0.718
C 3.94 -0.72 -2.51  -0.210
C 3.97 -1.20 -1.15  0.157
N 3.00 -1.35 -0.32  -0.457
C 3.26 -2.02 0.87  0.156
C 3.97 -3.20 0.91  -0.289
C 4.14 -3.92 2.11  -0.190
C 3.59 -3.48 3.27  -0.240
C 2.85 -2.27 3.28  -0.107
C 2.21 -1.78 4.44  -0.150
C 1.47 -0.64 4.38  -0.253
C 1.41 0.05 3.15  0.059
N 2.01 -0.35 2.06  -0.418
C 2.70 -1.52 2.09  0.201
C 5.20 -0.60 -3.13  -0.193
H 4.30 0.45 -6.21  0.203
H 2.06 0.25 -5.19  0.205
H 4.99 -1.45 -0.80  0.128
H 4.35 -3.61 -0.02  0.211
H 4.70 -4.85 2.09  0.196
H 3.70 -4.04 4.19  0.196
H 2.28 -2.35 5.36  0.197
H 0.92 -0.27 5.23  0.225
H 0.84 0.97 3.06  0.212
H 6.09 -0.83 -2.55  0.202



Entry 2:
Computed, not measured: C39H35F4N11O2S2Sr as an isolated structure at a distorted geometry, with ωB97M-V/def2-TZVPD.

- Total charge: 0
- ΔE to the lowest compared entry with this formula, charge and spin: 0.0 kcal/mol

Last column: Löwdin charge in e.
Cartesian coordinates (Å):
Sr -0.66 -1.07 -0.23  1.430
C 0.16 -0.80 4.67  -0.098
C 0.16 -1.22 3.35  -0.103
N 0.21 -0.35 2.35  0.095
C 0.25 0.95 2.67  -0.197
C 0.21 1.35 4.00  -0.076
N 0.19 0.48 5.00  0.114
C 0.32 1.94 1.56  -0.183
C 0.68 3.26 1.81  0.058
C 0.70 4.18 0.77  -0.135
C 0.37 3.73 -0.50  0.056
C 0.04 2.40 -0.67  -0.193
N 0.01 1.51 0.33  0.116
C -0.38 1.90 -2.02  -0.204
C 0.17 2.41 -3.19  -0.067
N -0.24 2.03 -4.39  0.101
C -1.21 1.12 -4.42  -0.099
C -1.73 0.58 -3.26  -0.104
N -1.31 0.95 -2.06  0.080
C 1.04 5.59 1.02  -0.173
C 0.52 6.27 2.12  -0.006
C 0.88 7.60 2.31  -0.132
N 1.70 8.27 1.51  0.062
C 2.19 7.61 0.46  -0.138
C 1.89 6.29 0.17  -0.014
H 0.13 -1.52 5.48  0.115
H 0.13 -2.26 3.07  0.083
H 0.18 2.39 4.28  0.113
H 0.96 3.57 2.80  0.119
H 0.31 4.42 -1.32  0.127
H 0.97 3.14 -3.16  0.119
H -1.56 0.81 -5.40  0.112
H -2.49 -0.19 -3.30  0.104
H -0.17 5.78 2.80  0.117
H 0.48 8.15 3.16  0.108
H 2.86 8.18 -0.18  0.106
H 2.34 5.81 -0.69  0.114
C -2.19 -3.07 -3.15  -0.078
C -3.17 -2.90 -2.00  -0.257
N -2.55 -3.02 -0.67  -0.249
C -1.77 -4.27 -0.50  -0.253
C -2.50 -5.57 -0.83  -0.067
C -3.58 -2.88 0.38  -0.192
C -3.08 -2.19 1.64  -0.260
N -2.72 -0.82 1.32  -0.092
C -2.85 0.11 2.26  -0.231
C -2.80 1.48 1.87  -0.181
F -2.74 1.76 0.55  0.066
C -2.83 2.53 2.76  -0.240
F -2.75 3.79 2.27  0.069
C -2.94 2.34 4.13  0.029
C -3.03 1.03 4.54  -0.248
F -3.14 0.76 5.86  0.083
C -2.98 -0.04 3.67  -0.156
F -3.00 -1.28 4.23  0.051
H -2.71 -2.86 -4.09  0.085
H -1.79 -4.08 -3.21  0.075
H -1.34 -2.39 -3.08  0.042
H -3.99 -3.62 -2.10  0.120
H -3.62 -1.91 -2.04  0.110
H -1.43 -4.29 0.53  0.096
H -0.87 -4.20 -1.12  0.106
H -3.38 -5.72 -0.21  0.069
H -1.82 -6.40 -0.66  0.081
H -2.81 -5.61 -1.88  0.066
H -4.00 -3.86 0.64  0.115
H -4.39 -2.27 -0.02  0.122
H -2.23 -2.77 2.06  0.103
H -3.88 -2.26 2.38  0.117
H -2.98 3.17 4.82  0.126
N 6.64 0.64 -3.93  0.100
C 5.46 0.07 -3.47  -0.319
C 5.47 -0.70 -2.30  -0.024
C 4.31 -1.32 -1.86  -0.053
C 3.14 -1.18 -2.59  -0.294
C 3.12 -0.42 -3.76  -0.054
C 4.28 0.20 -4.19  -0.025
S 1.69 -2.02 -2.10  0.538
O 0.57 -1.13 -2.46  -0.463
O 1.65 -3.32 -2.73  -0.306
N 1.69 -2.08 -0.52  -0.273
C 1.76 -3.25 0.18  -0.743
S 2.89 -4.54 -0.12  1.051
C 2.26 -5.39 1.24  -0.413
C 1.27 -4.67 1.81  -0.262
N 0.98 -3.47 1.22  0.002
H 7.36 0.79 -3.25  0.090
H 6.53 1.41 -4.57  0.090
H 6.38 -0.80 -1.72  0.113
H 4.31 -1.89 -0.94  0.102
H 2.20 -0.31 -4.31  0.113
H 4.26 0.79 -5.10  0.112
H 2.63 -6.36 1.52  0.060
H 0.70 -4.98 2.68  0.105



These records have LUMO level values of 3.96 -0.64 eV, in the order they appear.
These records have Kohn-Sham gap values of 4.66 6.04 eV, in the order they appear.
These records have total energy values of -67677.0490 -94876.4934 eV, in the order they appear.